(1)
18
Properties=species:S:1:pos:R:3:forces:R:3:nbo_charge:R:1 method="wB97M-V/def2-TZVPD" energy_ev=-52093.712 lumo_ev=0.00 total_charge=0 homo_lumo_gap_ev=8.359
C 1.867 0.710 1.118 -0.65 -2.10 0.43 0.051
C 2.352 -0.574 1.692 3.13 -1.84 1.91 -0.625
C 0.370 -0.871 -1.423 -1.15 0.42 0.89 -0.071
N 1.284 0.641 0.006 0.25 1.98 0.07 -0.174
N 1.366 -0.562 -0.553 -1.14 -0.74 -1.79 -0.382
O -3.829 0.345 -0.434 -2.56 -0.17 -0.09 -1.006
O -2.051 1.459 0.567 -0.78 -0.59 2.11 -0.989
P -2.317 0.551 -0.675 1.74 -0.82 -1.19 1.674
S -1.621 1.653 -2.174 -0.73 -0.90 0.08 -0.661
S 2.194 -1.773 0.350 0.17 0.02 0.21 0.396
S -1.582 -1.365 -0.271 1.21 1.17 -1.30 -0.443
H 1.948 1.535 1.743 -0.19 1.81 0.45 0.213
H 3.530 -0.426 1.905 -2.63 -0.53 -0.10 0.241
H 1.850 -1.075 2.619 0.75 1.71 -1.35 0.259
H -0.027 -0.082 -2.074 0.25 -0.03 0.58 0.270
H 0.432 -1.808 -1.876 0.31 -1.41 -0.52 0.208
H -4.316 -0.434 -0.736 0.54 0.18 -0.10 0.530
H -1.449 2.076 0.217 1.48 1.83 -0.28 0.510

---

(2)
22
Properties=species:S:1:pos:R:3:forces:R:3:nbo_charge:R:1 method="wB97M-V/def2-TZVPD" energy_ev=-21368.033 lumo_ev="0.23 / 0.14" relative_energy_ev=4.716 total_charge=0 homo_lumo_gap_ev="7.080 / 7.045"
C -2.678 1.432 0.416 1.42 -2.23 0.60 -0.229
C -1.442 0.873 0.473 -2.90 -1.45 0.30 -0.279
C -3.713 0.387 0.248 -0.70 -1.59 1.34 -0.116
C 1.032 -1.686 -0.693 0.89 1.60 0.04 -0.489
C -1.637 -0.582 0.420 3.49 0.62 -0.78 0.109
C 1.584 0.039 1.045 1.58 1.12 -2.18 -0.599
C 3.047 -0.098 -1.099 -2.41 0.91 -3.21 -0.582
C 1.650 -0.319 -0.456 1.82 -0.90 0.24 -0.265
O -2.898 -0.863 0.260 -2.13 0.02 -0.98 -0.490
S -0.619 -1.756 -0.594 -1.22 -0.97 -0.08 0.427
H -2.848 2.417 0.626 -0.69 2.38 0.21 0.216
H -0.581 1.335 0.818 1.38 1.02 -0.11 0.225
H -4.422 0.044 1.130 1.01 1.72 -1.64 0.217
H -4.277 0.582 -0.683 0.00 -0.76 0.29 0.204
H 1.703 -2.537 -0.951 -1.17 0.40 0.47 0.241
H 2.141 -0.728 1.476 0.51 -1.29 1.63 0.207
H 0.548 0.084 1.275 -0.16 -0.13 1.09 0.208
H 2.170 0.979 1.181 -0.88 -0.39 0.21 0.202
H 3.723 -0.821 -0.830 1.71 -1.97 0.45 0.196
H 3.467 0.841 -0.820 0.16 0.86 0.38 0.206
H 2.966 -0.027 -2.322 0.15 -0.50 3.04 0.201
H 1.086 0.405 -0.921 -1.87 1.52 -1.30 0.191

---

(3)
16
Properties=species:S:1:pos:R:3:forces:R:3:nbo_charge:R:1 method="wB97M-V/def2-TZVPD" energy_ev=-7854.130 lumo_ev=0.96 relative_energy_ev=4.030 total_charge=0 homo_lumo_gap_ev=9.254
C -2.024 -0.373 0.298 -0.04 -0.03 0.06 -0.523
C -1.296 0.228 -0.755 0.00 -0.03 0.27 0.109
C -0.788 1.543 -0.488 0.04 0.05 0.10 -0.227
C 0.470 1.328 0.001 -0.01 -0.01 -0.05 -0.242
C 0.714 -0.089 -0.033 0.26 0.12 -0.24 0.061
C 2.061 -0.719 0.162 0.03 -0.02 0.01 -0.643
N -0.177 -0.574 -1.032 0.06 -0.17 0.11 -0.561
H -0.564 -0.406 0.965 -0.38 0.04 0.00 0.128
H -2.770 0.208 0.843 0.17 -0.11 -0.15 0.214
H -2.235 -1.445 0.267 0.06 0.22 -0.03 0.203
H -1.385 2.441 -0.393 0.07 -0.15 0.01 0.222
H 1.134 2.051 0.462 -0.11 -0.13 -0.05 0.224
H 2.698 -0.563 -0.714 -0.06 -0.01 0.09 0.223
H 2.556 -0.269 1.028 -0.08 -0.06 -0.11 0.227
H 1.980 -1.796 0.339 -0.01 0.16 -0.03 0.215
H -0.374 -1.566 -0.953 0.02 0.13 0.01 0.369

---

(4)
113
Properties=species:S:1:pos:R:3:forces:R:3:mulliken_charge:R:1 method="wB97M-V/def2-TZVPD" energy_ev=-108557.430 lumo_ev=-2.62 total_charge=0 homo_lumo_gap_ev=7.543
Li -3.325 -0.183 4.058 0.46 0.07 -0.43 0.999
P 0.372 -0.571 1.196 0.50 0.72 1.86 1.112
F 0.358 -1.189 2.742 0.76 -0.79 -0.60 -0.374
F 1.772 0.189 1.417 1.21 -1.19 0.15 -0.352
F 1.088 -1.903 0.586 -0.70 1.17 0.32 -0.336
F 0.227 0.237 -0.153 -0.15 -0.79 -1.72 -0.324
F -1.108 -1.199 1.026 -0.26 -0.37 -0.40 -0.355
F -0.243 0.729 1.922 -1.87 1.27 0.74 -0.370
C -3.882 -5.724 -2.734 1.12 0.61 0.42 -0.224
C -2.881 -6.721 -3.293 -0.14 0.54 -0.42 -0.249
O -3.756 -7.755 -3.706 1.00 -1.46 -1.36 -0.337
C -5.048 -7.451 -3.598 -1.68 -2.32 2.85 0.697
O -5.971 -8.253 -3.668 1.98 2.05 -1.05 -0.545
O -5.140 -6.281 -2.943 -1.43 0.30 -0.82 -0.341
H -3.794 -4.797 -3.301 -0.13 0.30 0.64 0.273
H -3.730 -5.671 -1.656 -0.13 0.76 -0.08 0.249
H -2.125 -7.034 -2.573 -0.40 -0.52 0.08 0.241
H -2.328 -6.301 -4.133 -0.17 -0.22 -0.25 0.237
C -0.571 5.283 9.882 0.32 1.89 1.25 -0.365
C -1.370 6.459 9.205 1.56 -2.57 0.54 -0.274
O -1.885 5.707 8.125 -1.49 -1.41 -0.78 -0.302
C -1.994 4.317 8.437 -1.14 0.09 -3.38 0.673
O -2.573 3.516 7.667 2.33 2.97 3.64 -0.575
O -1.297 4.110 9.560 -0.64 -0.58 -0.37 -0.295
H -0.568 5.501 10.950 -0.24 -0.70 0.18 0.289
H 0.483 5.157 9.632 -0.16 0.08 -0.64 0.279
H -0.710 7.256 8.860 -0.31 -0.06 -0.08 0.303
H -2.124 6.785 9.921 -0.26 0.25 -0.41 0.267
C -7.508 1.514 -2.520 -1.06 -0.13 -2.04 -1.232
C -6.841 1.492 -1.224 2.08 -1.38 0.11 -0.122
O -7.740 1.994 -0.310 -1.34 0.45 2.43 -0.222
C -7.665 1.723 1.013 2.46 -0.71 0.23 0.759
O -6.846 0.977 1.579 -2.04 1.52 -1.31 -0.627
O -8.547 2.528 1.576 -1.34 0.20 0.92 -0.289
C -8.685 2.609 3.013 1.82 0.49 0.46 -0.694
H -7.992 2.461 -2.761 0.13 0.14 0.20 0.311
H -8.290 0.755 -2.529 -0.16 0.03 0.01 0.300
H -6.865 1.271 -3.365 0.29 0.01 0.20 0.386
H -5.891 2.026 -1.196 -0.07 0.40 0.04 0.292
H -6.578 0.458 -0.998 0.00 -0.12 0.30 0.269
H -8.817 3.638 3.345 -0.65 0.20 -0.86 0.288
H -7.689 2.451 3.426 -0.07 -0.80 0.16 0.302
H -9.437 1.997 3.512 0.04 -0.33 -0.74 0.279
C 4.085 -0.979 13.596 0.32 -1.11 -0.47 -1.167
C 3.502 -1.091 12.131 0.75 2.16 3.13 -0.204
O 2.884 -2.348 12.056 0.52 -0.20 -0.86 -0.230
C 3.132 -3.040 10.958 1.40 -1.58 -4.13 0.740
O 4.100 -3.022 10.151 -2.87 0.46 3.15 -0.597
O 2.040 -3.811 10.766 -0.37 -0.30 0.56 -0.328
C 1.825 -4.691 9.650 0.68 0.93 -0.92 -0.662
H 3.327 -1.327 14.298 -0.41 0.51 -0.08 0.304
H 4.494 -0.019 13.911 -0.37 0.17 -0.38 0.362
H 4.868 -1.707 13.813 0.36 -0.07 -0.56 0.329
H 4.194 -0.787 11.346 0.02 -0.82 -0.04 0.363
H 2.719 -0.335 12.186 -0.36 -0.12 -0.63 0.231
H 2.264 -5.682 9.769 -0.13 0.13 0.36 0.273
H 2.229 -4.251 8.738 0.50 0.05 0.11 0.329
H 0.759 -4.715 9.424 -0.04 -0.23 0.75 0.257
C 1.060 7.647 -0.024 1.10 0.18 0.63 -1.155
C -0.289 7.924 0.589 -1.06 -0.83 -0.30 -0.195
O -0.267 8.902 1.689 0.99 -0.13 -0.94 -0.255
C -1.366 9.381 2.271 -2.38 -1.76 -0.99 0.754
O -2.506 8.938 2.022 2.67 1.85 1.19 -0.598
O -0.964 10.339 3.136 -0.40 -0.52 -0.45 -0.300
C -1.888 11.029 3.985 -0.56 -0.15 0.05 -0.618
H 1.021 7.170 -1.003 -0.64 0.08 -0.01 0.365
H 1.592 6.923 0.593 0.32 0.28 0.13 0.285
H 1.669 8.540 -0.162 -0.02 0.06 0.18 0.323
H -0.647 6.954 0.935 -0.22 0.22 0.63 0.271
H -0.963 8.126 -0.243 -0.39 1.07 0.50 0.310
H -2.849 11.244 3.519 0.25 0.08 -0.47 0.315
H -1.386 11.948 4.288 -0.06 -0.13 -0.15 0.235
H -2.156 10.460 4.875 0.41 -0.29 0.01 0.263
C 7.207 -8.362 -10.391 -0.33 -0.41 1.38 -1.012
C 8.087 -7.687 -9.321 0.01 0.37 -0.26 -0.211
O 7.304 -6.821 -8.445 -0.04 -0.48 -0.11 -0.330
C 6.540 -7.361 -7.514 -1.83 -4.33 1.52 0.787
O 6.350 -8.598 -7.214 1.33 4.50 -1.49 -0.621
O 5.867 -6.387 -6.912 0.28 0.45 0.26 -0.317
C 4.941 -6.688 -5.850 -0.26 -0.53 -0.53 -0.622
H 7.685 -9.139 -10.988 0.54 0.55 -0.21 0.354
H 6.645 -7.640 -10.983 0.31 -0.03 -0.11 0.287
H 6.489 -8.964 -9.833 -0.33 0.15 0.08 0.295
H 8.786 -6.964 -9.742 -0.03 -0.15 -0.17 0.248
H 8.668 -8.355 -8.685 -0.28 -0.33 -0.19 0.333
H 4.164 -7.359 -6.218 -0.03 0.08 -0.17 0.300
H 4.496 -5.729 -5.582 0.23 -0.16 0.08 0.221
H 5.382 -7.210 -5.001 0.40 0.32 -0.09 0.288
C -2.233 1.515 -7.574 -0.43 1.22 0.34 -1.096
C -1.902 0.445 -8.556 0.40 -0.18 -0.48 -0.215
O -3.068 -0.304 -8.864 -0.95 -2.58 -0.05 -0.304
C -3.065 -1.678 -8.723 1.63 -0.49 0.72 0.760
O -2.157 -2.354 -8.226 -2.27 1.97 -1.25 -0.583
O -4.192 -2.268 -9.178 1.02 -0.04 0.48 -0.314
C -5.222 -1.594 -9.879 -0.72 0.20 0.28 -0.592
H -1.735 2.404 -7.963 0.24 0.22 0.65 0.312
H -2.036 1.361 -6.513 0.46 -0.28 -0.20 0.324
H -3.289 1.782 -7.601 -0.15 -0.19 -0.32 0.317
H -1.060 -0.183 -8.267 -0.24 -0.17 0.05 0.338
H -1.664 0.928 -9.504 0.22 -0.08 -0.03 0.252
H -5.381 -0.600 -9.461 0.22 0.12 -0.52 0.292
H -6.149 -2.140 -9.705 0.16 -0.24 0.27 0.248
H -5.079 -1.656 -10.958 0.41 0.49 0.07 0.259
C 8.003 0.162 -1.398 -0.96 1.25 1.07 -0.437
C 7.464 1.530 -1.864 0.18 -2.30 0.13 0.228
O 7.689 1.439 -3.243 0.73 0.25 -0.01 -0.304
C 8.790 0.592 -3.415 0.11 -0.60 -5.76 0.660
O 9.310 0.362 -4.531 -1.69 1.36 4.46 -0.567
O 9.007 -0.059 -2.315 2.05 -1.21 -0.09 -0.288
F 8.276 2.472 -1.330 -0.27 0.85 0.13 -0.285
H 7.248 -0.618 -1.495 0.00 -0.03 0.35 0.321
H 8.455 0.280 -0.413 -0.30 -0.41 0.04 0.298
H 6.410 1.614 -1.598 0.12 0.83 -0.32 0.373

---

(5)
20
Properties=species:S:1:pos:R:3:forces:R:3:nbo_charge:R:1 method="wB97M-V/def2-TZVPD" energy_ev=-7916.730 lumo_ev=-1.08 relative_energy_ev=6.103 total_charge=0 homo_lumo_gap_ev=5.426
C -1.952 -0.864 0.355 0.59 0.86 0.13 -0.676
C -1.630 0.595 0.433 -0.79 1.59 -2.00 -0.210
C -1.013 1.238 -0.810 0.52 -1.74 1.45 -0.529
N 0.900 0.202 1.471 -0.91 0.14 -3.02 -0.832
C 1.058 -0.236 -0.031 -0.99 -0.80 1.74 -0.141
C 0.299 0.446 -1.168 -2.20 1.06 1.94 -0.158
C 2.511 -0.578 -0.224 0.56 -1.03 0.24 -0.612
H -3.019 -1.117 0.386 0.06 0.35 -0.28 0.228
H -1.551 -1.392 1.234 0.49 -0.29 -0.48 0.231
H -1.426 -1.114 -0.578 -0.48 -1.03 0.19 0.214
H -0.178 0.443 1.376 1.91 0.60 1.19 0.357
H -2.337 1.259 0.925 0.45 -0.02 0.67 0.204
H -1.908 1.140 -1.478 1.11 -0.19 -0.45 0.275
H -0.781 2.312 -0.794 -0.35 -0.12 0.35 0.256
H 1.563 0.967 1.640 -1.12 0.30 -0.08 0.357
H 0.502 -1.190 0.130 0.67 -0.15 -0.69 0.201
H 0.219 0.020 -2.160 0.95 -0.24 -0.15 0.194
H 2.653 -1.228 -1.085 0.07 0.07 -0.19 0.211
H 3.224 0.229 -0.280 -0.17 0.78 -0.36 0.207
H 2.867 -1.131 0.658 -0.38 -0.11 -0.24 0.225